Model A:
DFT (ωB97M-V/def2-TZVPD) results for a molecular structure, C2H4Br2N.

Geometry as ORCA input:
```
! wB97M-V def2-TZVPD RIJCOSX def2/J DEFGRID3
* xyz 1 3
C -0.441 -1.069 0.942
C 3.091 0.119 -0.955
N 0.381 -0.883 0.028
Br 3.489 1.748 -0.215
Br 2.909 -1.296 0.217
H -0.757 -1.964 1.540
H -1.315 -0.341 1.109
H 3.196 0.041 -2.077
H 0.472 0.009 -0.385
*
```

The HOMO energy (spin up / spin down) comes out at -12.8 / -15.0 eV. Its expectation value of S² is 2.01. For the HOMO-LUMO gap (spin up / spin down), the calculation gives 8.19 / 6.46 eV.

Löwdin atomic charge list, values in e, 8 entries: atom 1 (C): 0.022, atom 2 (C): -1.137, atom 3 (N): 0.050, atom 4 (Br): 0.758, atom 5 (Br): 0.920, atom 6 (H): 0.133, atom 7 (H): 0.149, atom 8 (H): 0.040

---

Model B:
DFT (ωB97M-V/def2-TZVPD) results for a molecular structure, C2H4Br2N.

Geometry as ORCA input:
```
! wB97M-V def2-TZVPD RIJCOSX def2/J DEFGRID3
* xyz 1 3
C -0.537 1.002 -0.797
C 0.452 -0.620 1.670
N -0.098 -0.001 -1.491
Br 2.176 -0.346 2.403
Br -0.613 -1.798 2.692
H 0.096 1.653 -0.339
H -1.669 0.980 -0.665
H 0.904 -0.255 -1.437
H -0.711 -0.613 -2.036
*
```

The HOMO energy (spin up / spin down) comes out at -12.0 / -13.9 eV. Its expectation value of S² is 2.01. For the HOMO-LUMO gap (spin up / spin down), the calculation gives 6.04 / 7.48 eV.

Löwdin atomic charge list, values in e, 8 entries: atom 1 (C): 0.159, atom 2 (C): -1.121, atom 3 (N): 0.190, atom 4 (Br): 0.592, atom 5 (Br): 0.602, atom 6 (H): 0.082, atom 7 (H): 0.163, atom 8 (H): 0.168

---

Of them, the most stable is model B and the least stable is model A.

---

Model A:
DFT (ωB97M-V/def2-TZVPD) results for a single H2N2O3S molecule.

Geometry as ORCA input:
```
! wB97M-V def2-TZVPD RIJCOSX def2/J DEFGRID3
* xyz 0 1
N -0.512 0.631 0.128
N 0.436 0.466 -0.783
O 0.076 -0.673 2.158
O -0.320 -2.008 0.084
O 0.727 1.652 -1.371
S -0.941 -0.851 1.067
H 0.458 -1.456 -0.225
H 0.076 2.239 -1.058
*
```

The HOMO energy comes out at -10.7 eV. For the HOMO-LUMO gap, the calculation gives 9.88 eV.

How positive or negative is each atom? The Löwdin charges in e answer that: atom 1 (N): -0.151, atom 2 (N): -0.074, atom 3 (O): -0.481, atom 4 (O): -0.320, atom 5 (O): 0.017, atom 6 (S): 0.905, atom 7 (H): 0.040, atom 8 (H): 0.064

---

Model B:
DFT (ωB97M-V/def2-TZVPD) results for a single H2N2O3S molecule.

Geometry as ORCA input:
```
! wB97M-V def2-TZVPD RIJCOSX def2/J DEFGRID3
* xyz 0 1
N -0.742 -0.385 -0.335
N 0.496 -0.489 -0.919
O 0.699 -1.527 -1.484
O 1.220 0.461 -0.811
O -1.029 0.712 0.419
S -0.215 0.899 1.901
H -1.269 -1.238 -0.175
H 0.840 1.567 1.404
*
```

The HOMO energy comes out at -10.3 eV. For the HOMO-LUMO gap, the calculation gives 10.26 eV.

How positive or negative is each atom? The Löwdin charges in e answer that: atom 1 (N): -0.031, atom 2 (N): -0.457, atom 3 (O): 0.088, atom 4 (O): 0.073, atom 5 (O): -0.524, atom 6 (S): 0.815, atom 7 (H): 0.170, atom 8 (H): -0.134

---

Of them, the most stable is model A and the least stable is model B.

---

Model A:
DFT (ωB97M-V/def2-TZVPD) results for 2 unconnected molecules or ions with the total composition H2N2O3S.

Geometry as ORCA input:
```
! wB97M-V def2-TZVPD RIJCOSX def2/J DEFGRID3
* xyz 0 1
N 1.704 -0.228 0.490
N -1.451 0.279 -0.366
O -0.557 1.204 0.048
O -2.463 0.712 -0.799
O -1.191 -0.883 -0.189
S 2.403 -0.987 -0.671
H 1.292 -0.634 1.256
H 0.263 0.538 0.230
*
```

The HOMO energy (spin up / spin down) comes out at -9.7 / -9.8 eV. For the HOMO-LUMO gap (spin up / spin down), the calculation gives 7.41 / 7.40 eV. As for the structure (SMILES): O=[N+]([O-])O.N=S.

How positive or negative is each atom? The Löwdin charges in e answer that: atom 1 (N): -0.499, atom 2 (N): -0.517, atom 3 (O): 0.067, atom 4 (O): 0.124, atom 5 (O): 0.057, atom 6 (S): 0.726, atom 7 (H): -0.028, atom 8 (H): 0.070

---

Model B:
DFT (ωB97M-V/def2-TZVPD) results for a single H2N2O3S molecule.

Geometry as ORCA input:
```
! wB97M-V def2-TZVPD RIJCOSX def2/J DEFGRID3
* xyz 0 1
N -1.348 -0.236 -0.333
N 1.217 0.963 0.187
O 0.686 2.049 0.122
O 2.404 0.719 0.378
O 0.504 -1.731 0.860
S 0.317 -0.803 -0.257
H -2.016 -0.570 0.359
H -1.764 -0.390 -1.316
*
```

The HOMO energy comes out at -10.0 eV. For the HOMO-LUMO gap, the calculation gives 9.68 eV.

How positive or negative is each atom? The Löwdin charges in e answer that: atom 1 (N): -0.207, atom 2 (N): -0.481, atom 3 (O): 0.035, atom 4 (O): -0.008, atom 5 (O): -0.463, atom 6 (S): 0.993, atom 7 (H): 0.048, atom 8 (H): 0.083

---

Of them, the most stable is model B and the least stable is model A.